Entry 1:
The following is a DFT calculation (ωB97M-V with the def2-TZVPD basis set) of 2 unconnected molecules or ions with the total composition C4H14N2OS.

Last column: Löwdin charge in e.
Cartesian coordinates (Å):
S1 -3.265 -0.565 -0.265  0.7169
O1 2.997 1.493 1.217  -0.0948
N1 0.754 0.084 0.042  -0.0922
N2 1.699 -2.085 0.603  0.0189
C1 -1.980 -0.053 -1.441  -0.5697
C2 -1.227 1.200 -1.038  -0.2702
C3 0.536 -1.234 0.643  -0.3327
C4 -0.344 1.048 0.197  -0.2374
H1 -1.927 2.023 -0.856  0.1094
H2 2.861 1.495 2.169  0.0245
H3 -2.460 -1.095 0.663  -0.1684
H4 1.944 -2.320 -0.350  0.0667
H5 0.263 -1.063 1.686  0.1191
H6 2.247 0.973 0.848  -0.0206
H7 -1.303 -0.886 -1.619  0.0567
H8 -0.297 -1.786 0.187  0.0966
H9 2.498 -1.609 1.005  0.0673
H10 0.079 2.021 0.448  0.1110
H11 -0.593 1.543 -1.862  0.1117
H12 -2.512 0.104 -2.383  0.0674
H13 -0.961 0.736 1.045  0.1011
H14 0.991 -0.026 -0.939  0.1189

## Properties
E_HOMO: -9.36 eV
HOMO-LUMO gap: 10.1 eV
molecular weight: 138.24 g/mol



Entry 2:
The following is a DFT calculation (ωB97M-V with the def2-TZVPD basis set) of 2 unconnected molecules or ions with the total composition C4H14N2OS.

Last column: Löwdin charge in e.
Cartesian coordinates (Å):
S1 -0.042 -1.521 1.936  0.7063
O1 0.845 3.865 1.952  -0.0577
N1 -1.273 -0.326 -1.805  -0.0787
N2 1.949 -0.925 -1.662  0.0019
C1 -1.623 1.109 -1.743  -0.1180
C2 1.033 -0.162 -0.819  -0.2707
C3 -0.989 -0.687 0.606  -0.5133
C4 -0.346 -0.825 -0.771  -0.4373
H1 1.758 -1.918 -1.607  0.0569
H2 2.917 -0.821 -1.380  0.0646
H3 0.920 0.838 -1.237  0.1001
H4 1.429 0.037 0.184  0.0860
H5 -1.067 1.731 -2.447  0.0754
H6 -1.413 1.514 -0.764  0.0616
H7 0.655 4.712 1.554  0.0255
H8 0.351 -2.573 1.204  -0.1469
H9 -2.688 1.208 -1.939  0.0719
H10 1.729 3.578 1.703  0.0323
H11 -1.001 0.363 0.907  0.0637
H12 -0.793 -0.452 -2.680  0.0941
H13 -1.999 -1.064 0.661  0.0685
H14 -0.285 -1.877 -0.961  0.1138

## Properties
E_HOMO: -8.90 eV
HOMO-LUMO gap: 9.6 eV
molecular weight: 138.24 g/mol



Entry 3:
The following is a DFT calculation (ωB97M-V with the def2-TZVPD basis set) of 2 unconnected molecules or ions with the total composition C4H14N2Si.

Last column: Löwdin charge in e.
Cartesian coordinates (Å):
Si1 0.130 -0.307 -1.032  0.6079
N1 -0.760 -0.204 1.792  -0.1429
N2 0.650 -1.916 -0.853  -0.0918
C1 -0.983 1.218 1.885  -0.2403
C2 1.475 0.615 -1.796  -0.2389
C3 -1.604 0.085 -2.030  -0.1935
C4 0.540 -0.521 2.363  -0.2336
H1 1.829 -0.011 -2.651  0.0490
H2 1.290 1.678 -1.956  0.0319
H3 2.348 0.507 -1.088  0.0408
H4 1.448 -1.964 -0.283  -0.0046
H5 -2.117 1.314 1.699  0.0937
H6 -0.584 1.791 2.698  0.0576
H7 0.063 -2.711 -0.579  0.0537
H8 -2.482 -0.417 -1.651  -0.0035
H9 1.341 0.007 1.827  0.0583
H10 0.836 -1.558 2.210  0.0529
H11 -1.578 -0.153 -3.094  0.0047
H12 0.540 -0.274 3.401  0.0620
H13 -1.778 1.151 -1.826  0.0062
H14 -0.604 1.668 0.965  0.0304

## Properties
E_HOMO (alpha / beta): -8.29 / -6.15 eV
HOMO-LUMO gap (alpha / beta): 8.6 / 6.3 eV
molecular weight: 118.26 g/mol



Entry 4:
The following is a DFT calculation (ωB97M-V with the def2-TZVPD basis set) of 2 unconnected molecules or ions with the total composition C4H14N3.

Last column: Löwdin spin population.
Cartesian coordinates (Å):
N1 0.131 -1.521 -1.081  0.1206
N2 1.793 0.015 -0.803  0.1787
N3 0.366 -0.371 1.024  0.1213
C1 -2.825 0.034 0.498  0.0082
C2 0.784 -0.665 -0.233  0.4391
C3 -2.636 1.532 0.353  0.0042
C4 2.794 0.868 0.044  0.0207
H1 -0.323 -2.322 -0.739  0.0103
H2 -2.577 1.987 -0.627  0.0004
H3 -0.725 -0.445 1.288  0.0148
H4 -1.666 1.667 0.908  0.0033
H5 -3.315 2.004 1.048  0.0001
H6 3.055 1.833 -0.546  0.0008
H7 -1.960 -0.510 0.989  0.0032
H8 -2.803 -0.539 -0.457  0.0020
H9 -0.053 -1.221 -1.981  0.0229
H10 3.688 0.248 0.000  0.0059
H11 0.940 -0.815 1.751  0.0296
H12 -3.695 -0.188 1.077  0.0002
H13 2.222 -0.284 -1.689  0.0130
H14 2.474 1.108 1.024  0.0007

## Properties
E_HOMO (alpha / beta): -3.92 / -8.58 eV
spin multiplicity: 2
HOMO-LUMO gap (alpha / beta): 5.0 / 9.5 eV
molecular weight: 104.18 g/mol



Entry 5:
The following is a DFT calculation (ωB97M-V with the def2-TZVPD basis set) of 2 unconnected molecules or ions with the total composition C4H14N3.

Last column: Löwdin charge in e.
Cartesian coordinates (Å):
N1 0.478 -0.859 0.130  0.0219
N2 2.347 0.608 0.209  0.2245
N3 2.050 -0.708 -1.669  0.1625
C1 -2.185 0.976 -0.857  -0.2019
C2 0.480 -1.148 1.585  -0.0296
C3 -2.097 0.751 0.610  -0.1593
C4 1.470 -0.208 -0.477  -0.3182
H1 -1.886 2.068 -1.228  0.1209
H2 -1.629 -0.306 0.813  0.0678
H3 2.910 -0.689 -2.106  0.0800
H4 2.188 1.146 0.985  0.0957
H5 1.308 -1.188 -2.344  0.1850
H6 1.572 -1.221 1.852  0.1190
H7 -3.273 1.002 -1.314  0.1138
H8 -0.087 -2.038 1.672  0.0937
H9 3.165 0.864 -0.293  0.1193
H10 -0.438 -1.070 -0.254  0.1240
H11 -1.781 0.248 -1.406  -0.0181
H12 -1.534 1.550 1.045  0.0705
H13 -3.152 0.701 0.771  0.0687
H14 0.093 -0.479 2.274  0.0600

## Properties
E_HOMO: -14.35 eV
total charge: +1
HOMO-LUMO gap: 10.5 eV
molecular weight: 104.18 g/mol



Entry 6:
The following is a DFT calculation (ωB97M-V with the def2-TZVPD basis set) of 2 unconnected molecules or ions with the total composition C4H14N3.

Last column: Löwdin charge in e.
Cartesian coordinates (Å):
N1 0.622 0.462 -0.845  0.1305
N2 -1.710 0.658 0.370  -0.0146
N3 1.807 -1.240 -1.868  -0.0005
C1 -1.589 0.848 1.842  -0.2816
C2 2.067 -2.683 -1.988  -0.0360
C3 -1.067 2.243 2.172  -0.0923
C4 1.058 -0.764 -0.874  -0.1734
H1 0.679 -1.462 -0.133  0.1552
H2 -2.566 0.762 2.320  0.1124
H3 -2.266 1.418 -0.006  0.1078
H4 1.690 -0.714 -2.719  0.1535
H5 -0.320 0.709 -0.223  0.0795
H6 1.249 -3.134 -2.551  0.0960
H7 1.201 1.191 -1.250  0.1295
H8 -1.033 2.353 3.255  0.0824
H9 3.003 -2.877 -2.503  0.0934
H10 -2.250 -0.180 0.189  0.1063
H11 -0.927 0.079 2.235  0.1093
H12 2.141 -3.107 -0.990  0.0926
H13 -1.729 3.015 1.776  0.0790
H14 -0.059 2.422 1.791  0.0711

## Properties
E_HOMO: -14.23 eV
total charge: +1
HOMO-LUMO gap: 11.1 eV
molecular weight: 104.18 g/mol



Entry 7:
The following is a DFT calculation (ωB97M-V with the def2-TZVPD basis set) of 2 unconnected molecules or ions with the total composition C4H14N3.

Last column: Löwdin charge in e.
Cartesian coordinates (Å):
N1 0.812 1.196 -1.002  0.0978
N2 -0.320 -0.261 0.829  -0.0760
N3 -0.354 -0.559 3.221  0.1003
C1 -0.257 -1.755 0.662  -0.0846
C2 -0.046 1.196 -2.219  -0.2321
C3 -0.401 0.180 2.048  -0.2462
C4 0.366 0.078 -3.148  -0.0774
H1 -0.802 -0.120 4.060  0.1284
H2 -0.641 -1.577 3.120  0.1188
H3 0.987 2.115 -0.533  0.1737
H4 -0.150 0.100 -4.098  0.0869
H5 0.067 2.160 -2.736  0.1250
H6 1.725 0.753 -1.183  0.1537
H7 -1.098 1.110 -1.838  0.1387
H8 -0.082 -1.972 -0.405  0.0670
H9 0.177 -0.898 -2.667  0.0762
H10 -1.206 -2.240 0.964  0.0933
H11 1.456 0.144 -3.326  0.0922
H12 -0.258 1.243 2.230  0.1279
H13 0.563 -2.201 1.247  0.0877
H14 0.313 0.563 -0.231  0.0487

## Properties
E_HOMO: -13.67 eV
total charge: +1
HOMO-LUMO gap: 10.9 eV
molecular weight: 104.18 g/mol



Entry 8:
The following is a DFT calculation (ωB97M-V with the def2-TZVPD basis set) of a gas-phase ion, C4H14N3 (charge +1).

Last column: Löwdin charge in e.
Cartesian coordinates (Å):
N1 -0.453 1.973 -1.912  0.0069
N2 0.208 0.145 0.038  -0.0098
N3 0.750 -2.355 0.112  -0.0056
C1 0.903 -0.231 1.299  -0.1093
C2 -1.571 1.292 -1.193  -0.2186
C3 -1.050 0.973 0.213  -0.1240
C4 1.209 -1.767 1.362  -0.2003
H1 -1.801 0.347 -1.682  0.1234
H2 1.840 0.325 1.311  0.1288
H3 1.547 -2.316 -0.519  0.1048
H4 -0.703 1.843 0.775  0.1355
H5 2.263 -1.933 1.574  0.1184
H6 -0.623 2.955 -1.730  0.0871
H7 0.527 -3.342 0.131  0.1058
H8 -1.758 0.414 0.817  0.1330
H9 -2.427 1.934 -0.987  0.1214
H10 0.651 -2.045 2.251  0.1183
H11 0.646 0.712 -0.714  0.1482
H12 0.317 0.084 2.158  0.1235
H13 0.127 -0.811 -0.396  0.1227
H14 -0.602 1.805 -2.906  0.0899

## Properties
E_HOMO: -14.17 eV
total charge: +1
HOMO-LUMO gap: 11.6 eV
molecular weight: 104.18 g/mol



Entry 9:
The following is a DFT calculation (ωB97M-V with the def2-TZVPD basis set) of 2 unconnected molecules or ions with the total composition C4H14N3.

Last column: Löwdin charge in e.
Cartesian coordinates (Å):
N1 -2.115 0.109 -0.034  0.1914
N2 -0.691 -1.515 -0.779  0.0567
N3 -1.005 -1.153 1.527  0.2314
C1 1.850 1.727 -0.376  -0.1458
C2 0.655 2.523 0.264  -0.1511
C3 -1.190 -0.875 0.255  -0.4319
C4 0.361 -2.517 -0.667  -0.0246
H1 -1.469 -0.683 2.292  0.1460
H2 2.521 2.337 -0.967  0.0680
H3 0.937 3.563 0.353  0.0619
H4 0.255 2.180 1.216  0.0479
H5 -0.108 -3.480 -0.387  0.1111
H6 2.203 0.889 0.221  0.0534
H7 -2.090 0.407 -0.996  0.1194
H8 1.386 1.130 -1.182  0.0382
H9 -0.899 -1.225 -1.723  0.1646
H10 -2.212 0.805 0.680  0.1138
H11 0.872 -2.418 0.307  0.0824
H12 -0.141 2.360 -0.465  0.0383
H13 -0.241 -1.685 1.899  0.1240
H14 1.121 -2.479 -1.437  0.1048

## Properties
E_HOMO: -14.59 eV
total charge: +1
HOMO-LUMO gap: 11.5 eV
molecular weight: 104.18 g/mol



Entry 10:
The following is a DFT calculation (ωB97M-V with the def2-TZVPD basis set) of 2 unconnected molecules or ions with the total composition C4H14N3.

Last column: Löwdin charge in e.
Cartesian coordinates (Å):
N1 -0.148 1.060 -1.527  -0.0332
N2 0.901 -0.991 -1.184  0.0473
N3 0.068 -1.330 1.412  -0.0943
C1 0.802 0.143 -1.783  -0.2736
C2 -0.086 2.401 -2.092  -0.0640
C3 0.557 -0.064 2.019  -0.0147
C4 -1.389 -1.569 1.543  -0.0124
H1 -0.342 3.138 -1.331  0.0868
H2 0.543 -2.129 1.830  0.1697
H3 0.464 -0.178 3.100  0.1035
H4 0.903 2.631 -2.469  0.0882
H5 -0.850 0.865 -0.829  0.1238
H6 1.410 -1.648 -1.754  0.0662
H7 -0.152 0.717 1.748  0.0934
H8 1.571 0.160 1.713  0.1020
H9 -1.716 -1.425 2.569  0.1045
H10 1.480 0.467 -2.572  0.1400
H11 0.340 -1.323 0.371  0.0764
H12 -1.909 -0.869 0.893  0.0933
H13 -0.850 2.523 -2.864  0.0907
H14 -1.598 -2.580 1.204  0.1064

## Properties
E_HOMO: -12.95 eV
total charge: +1
HOMO-LUMO gap: 10.3 eV
molecular weight: 104.18 g/mol



Ordered relative energy (zero: lowest compared OMol25 entry of this formula, charge and spin) results: 0.3, 17.2, 87.6, 37.7, 71.5, 16.1, 17.9, 25.5, 24.4, 19.6; unit kcal/mol.
Ordered strongest force on any atom results: 0.5, 1.4, 4.0, 5.0, 7.7, 1.3, 2.1, 1.8, 3.1, 1.1; unit eV/A.